Entry one
Here is one molecule with the formula C6H8O2 from OMol25. Energies are from wB97M-V/def2-TZVPD.

Results
LUMO energy ... 0.749 eV
Orbital gap ... 9.518 eV

Last column: Löwdin charge in e.
Cartesian coordinates (Å):
1 C 0.976 1.787 0.342  -0.027
2 C 0.879 0.341 -0.075  -0.215
3 C 1.908 -0.416 -0.280  -0.142
4 O 2.812 -1.135 -0.453  0.177
5 C -0.506 -0.197 -0.328  -0.498
6 O -1.152 0.408 -1.408  0.028
7 C -1.373 -0.543 0.845  -0.050
8 C -0.817 -1.636 -0.024  -0.057
9 H 0.553 1.916 1.338  0.081
10 H 0.402 2.399 -0.352  0.082
11 H 2.009 2.121 0.348  0.081
12 H -0.765 0.094 -2.233  0.112
13 H -0.967 -0.417 1.836  0.108
14 H -2.423 -0.313 0.757  0.109
15 H -0.034 -2.263 0.372  0.104
16 H -1.502 -2.146 -0.686  0.108

---

Entry two
Here is C6H8O2 as an isolated structure from OMol25. Energies are from wB97M-V/def2-TZVPD.

Results
LUMO energy ... 1.090 eV
Orbital gap ... 10.548 eV

Last column: Löwdin charge in e.
Cartesian coordinates (Å):
1 C -0.928 1.583 1.674  -0.035
2 C -0.062 0.679 0.923  -0.227
3 C 0.004 0.809 -0.802  -0.057
4 C -0.620 -0.584 0.406  -0.242
5 C 0.436 -1.451 -0.370  -0.149
6 C 0.963 -0.368 -1.221  -0.195
7 H -1.070 0.863 2.514  0.110
8 H -1.731 1.407 1.175  0.010
9 H -0.595 2.590 2.038  0.118
10 H 0.861 0.418 1.405  0.132
11 H -0.132 1.766 -1.189  0.119
12 H -1.249 -1.190 1.061  0.151
13 H 0.303 -2.577 -0.758  0.197
14 H 1.236 -0.599 -2.248  0.147
15 O -1.302 0.111 -0.725  -0.077
16 O 1.754 -0.947 -0.231  -0.001

---

Entry three
Here is a 2-piece molecular cluster, C6H8O2 overall from OMol25. Energies are from wB97M-V/def2-TZVPD.

Results
LUMO energy ... 0.723 eV
Orbital gap ... 9.766 eV

Last column: Löwdin charge in e.
Cartesian coordinates (Å):
1 O 0.457 1.863 1.279  0.029
2 C 0.151 0.646 0.811  -0.416
3 C 1.202 -0.234 0.403  -0.038
4 C 0.847 -1.427 -0.161  -0.096
5 C -0.493 -1.848 -0.238  -0.086
6 C -1.502 -0.962 0.114  -0.051
7 C -1.167 0.319 0.705  -0.035
8 H 1.202 1.873 1.949  0.152
9 H 2.296 0.052 0.300  0.143
10 H 1.528 -2.139 -0.561  0.098
11 H -0.722 -2.667 -0.746  0.051
12 H -2.604 -1.106 -0.025  0.116
13 H -1.909 1.086 1.070  0.141
14 O 0.321 1.873 -1.809  -0.044
15 H 0.844 1.060 -1.783  0.029
16 H -0.449 1.611 -1.307  0.009

---

The structure with the greatest stability is entry three.

---

Entry one
Here is one molecule with the formula C6H8O2 from OMol25. Energies are from wB97M-V/def2-TZVPD.

Results
LUMO energy ... 1.071 eV
Orbital gap ... 8.943 eV

Last column: Löwdin charge in e.
Cartesian coordinates (Å):
1 C 0.414 -2.125 -0.096  -0.046
2 C -0.567 -0.787 0.231  -0.255
3 C -0.935 -0.461 -1.091  -0.096
4 C -0.066 0.500 -0.275  -0.489
5 O 1.139 1.143 -0.508  -0.015
6 C 1.264 1.954 0.620  -0.057
7 C -0.088 2.197 1.024  -0.137
8 O -0.888 1.479 0.292  -0.005
9 H 1.393 -1.554 -0.455  0.112
10 H 0.410 -2.533 0.885  0.020
11 H -0.109 -2.834 -0.951  0.115
12 H -1.124 -0.916 1.351  0.210
13 H -0.720 -1.199 -2.075  0.171
14 H -2.003 -0.122 -1.233  0.123
15 H 2.489 2.125 0.750  0.182
16 H -0.608 3.133 1.530  0.166

---

Entry two
Here is one molecule with the formula C6H8O2 from OMol25. Energies are from wB97M-V/def2-TZVPD.

Results
LUMO energy ... -0.183 eV
Orbital gap ... 8.972 eV

Last column: Löwdin charge in e.
Cartesian coordinates (Å):
1 C 2.773 -0.152 0.277  0.130
2 C 1.415 -0.354 -0.624  -0.353
3 O 0.145 -1.018 -0.503  -0.044
4 C -0.914 0.132 -0.216  -0.450
5 C -1.995 -0.177 0.882  0.022
6 C -2.186 0.074 -0.723  -0.031
7 O -0.052 1.270 -0.401  -0.070
8 C 1.292 0.810 0.097  -0.200
9 H 3.825 0.091 -0.280  0.124
10 H 2.991 -0.533 1.253  0.057
11 H 1.658 0.112 -1.692  0.195
12 H -2.188 -1.218 1.042  0.078
13 H -2.305 0.353 1.723  0.069
14 H -2.885 0.957 -0.934  0.150
15 H -2.318 -0.954 -1.151  0.137
16 H 0.743 0.607 1.250  0.186

---

Entry three
Here is one molecule with the formula C6H8O2 from OMol25. Energies are from wB97M-V/def2-TZVPD.

Results
LUMO energy ... 0.908 eV
Orbital gap ... 9.555 eV

Last column: Löwdin charge in e.
Cartesian coordinates (Å):
1 C -2.552 0.026 -0.049  0.025
2 C -1.234 0.194 0.101  -0.400
3 C -0.439 -1.045 0.688  -0.125
4 C 0.433 -1.371 -0.419  -0.245
5 O 1.729 -0.824 -0.212  -0.087
6 C 1.800 0.561 0.054  -0.096
7 C 0.827 1.516 0.242  -0.017
8 O -0.554 1.320 -0.311  -0.051
9 H -3.023 -0.908 0.337  0.060
10 H -3.048 0.807 -1.005  0.162
11 H -1.176 -1.835 0.733  0.108
12 H 0.159 -0.919 1.587  0.130
13 H 0.623 -2.565 -0.628  0.184
14 H -0.127 -1.071 -1.266  0.109
15 H 2.843 0.748 0.332  0.123
16 H 1.342 2.495 0.385  0.119

---

Entry four
Here is one molecule with the formula C6H8O2 from OMol25. Energies are from wB97M-V/def2-TZVPD.

Results
LUMO energy ... 0.995 eV
Orbital gap ... 9.931 eV

Last column: Löwdin charge in e.
Cartesian coordinates (Å):
1 C -2.079 -0.240 -0.963  -0.153
2 O -0.843 0.351 -1.187  -0.071
3 C -0.073 0.072 -0.064  -0.650
4 C 0.295 -1.330 0.468  0.126
5 C 1.252 -0.193 -0.214  -0.166
6 C 2.032 0.880 0.525  0.018
7 C 1.022 1.444 1.195  -0.022
8 O -0.405 1.055 0.877  0.024
9 H -2.536 0.124 -1.943  0.097
10 H -2.138 -1.440 -1.199  0.111
11 H -2.645 -0.134 0.210  0.179
12 H 0.302 -1.411 1.397  0.021
13 H 0.137 -2.139 -0.255  0.116
14 H 1.622 -0.262 -1.269  0.167
15 H 3.094 1.117 0.433  0.113
16 H 0.962 2.108 1.990  0.092

---

The structure with the greatest stability is entry three.

---

Entry one
Here is C6H8O2 as an isolated structure from OMol25. Energies are from wB97M-V/def2-TZVPD.

Results
LUMO energy ... 0.836 eV
Orbital gap ... 9.838 eV

Last column: Löwdin charge in e.
Cartesian coordinates (Å):
1 C 1.666 -0.530 0.583  -0.176
2 C -0.265 -1.270 -0.165  -0.398
3 C 0.540 0.365 0.746  -0.225
4 C -0.546 1.405 0.725  -0.080
5 C -1.331 0.934 -0.577  -0.040
6 C -0.934 -0.275 -1.191  -0.011
7 H 1.858 -1.217 1.420  0.145
8 H 2.412 -0.088 -0.009  0.133
9 H -0.719 -2.329 -0.187  0.180
10 H 0.579 0.170 -0.332  0.082
11 H -0.143 2.294 0.234  0.107
12 H -0.750 1.739 1.797  0.144
13 H -1.924 1.503 -1.397  0.122
14 H -1.280 -0.578 -2.255  0.136
15 O 1.179 -1.300 -0.496  -0.089
16 O -0.342 -0.825 1.106  -0.031

---

Entry two
Here is one molecule with the formula C6H8O2 from OMol25. Energies are from wB97M-V/def2-TZVPD.

Results
LUMO energy ... 1.022 eV
Orbital gap ... 9.863 eV

Last column: Löwdin charge in e.
Cartesian coordinates (Å):
1 C 1.378 -1.019 -0.968  -0.033
2 O 2.047 0.189 -0.117  -0.051
3 C 0.836 0.636 0.344  -0.424
4 O 0.215 1.702 1.069  -0.068
5 C -1.112 1.495 0.388  -0.081
6 C -1.234 -0.089 0.099  -0.090
7 C -0.031 -1.199 -0.453  -0.104
8 C -0.143 -0.470 0.920  -0.142
9 H 1.841 -1.986 -0.639  0.133
10 H 1.519 -0.656 -2.119  0.173
11 H 0.553 0.914 -0.590  0.091
12 H -1.826 1.704 1.150  0.106
13 H -1.238 2.281 -0.368  0.123
14 H -2.301 -0.457 0.162  0.144
15 H -0.279 -2.147 -0.752  0.085
16 H -0.225 -0.899 1.875  0.139

---

Entry three
Here is one molecule with the formula C6H8O2 from OMol25. Energies are from wB97M-V/def2-TZVPD.

Results
LUMO energy ... 0.419 eV
Orbital gap ... 10.130 eV

Last column: Löwdin charge in e.
Cartesian coordinates (Å):
1 C -0.098 -1.972 0.446  -0.006
2 C 0.904 -0.905 0.824  -0.434
3 O 1.689 -1.071 1.736  0.079
4 C 1.031 0.294 -0.039  -0.064
5 C 0.316 1.931 0.040  0.035
6 C -0.044 0.855 -0.908  -0.289
7 C -1.494 0.502 -0.613  -0.258
8 O -2.298 0.259 -1.472  0.072
9 H 0.273 -2.937 0.778  0.088
10 H -1.052 -1.774 0.937  0.088
11 H -0.292 -2.002 -0.625  0.089
12 H 2.071 0.512 -0.262  0.133
13 H 0.793 2.826 -0.333  0.094
14 H -0.163 2.028 1.003  0.090
15 H 0.129 0.978 -1.972  0.150
16 H -1.764 0.476 0.458  0.133

---

The structure with the greatest stability is entry three.